Model w:
10 unconnected molecules or ions with the total composition C20H40O40S10. Source: the OMol25 dataset; level of theory: ωB97M-V/def2-TZVPD.

<S²> = 0.76
E_LUMO (spin up / spin down) = -3.1 / -9.4 eV

```
! RIJCOSX wB97M-V def2-TZVPD def2/J DEFGRID3
* xyz 1 2
C -1.936 8.781 0.275
C -3.099 8.495 1.144
O -3.383 7.124 1.180
S -2.364 6.270 0.153
O -2.904 6.226 -1.248
O -1.744 5.073 0.714
O -1.255 7.538 0.194
H -1.302 9.541 0.732
H -2.278 9.100 -0.709
H -3.922 9.106 0.775
H -2.847 8.884 2.130
C 6.364 -1.367 -2.395
C 5.720 -2.502 -1.557
O 4.555 -1.755 -1.090
S 3.875 -0.774 -2.194
O 3.362 0.477 -1.716
O 2.950 -1.383 -3.177
O 5.367 -0.517 -2.891
H 6.975 -1.655 -3.251
H 6.980 -0.917 -1.617
H 6.244 -2.926 -0.700
H 5.296 -3.342 -2.108
C 2.081 -6.249 -1.895
C 0.643 -6.337 -1.423
O 0.495 -5.172 -0.605
S 1.479 -3.940 -1.040
O 2.449 -3.609 0.007
O 0.677 -2.879 -1.700
O 2.281 -4.930 -2.121
H 2.275 -6.999 -2.661
H 2.671 -6.506 -1.015
H 0.517 -7.351 -1.041
H -0.020 -6.202 -2.277
C 3.744 -4.755 2.666
C 4.948 -3.900 3.079
O 4.476 -2.585 3.243
S 2.849 -2.558 3.429
O 2.346 -1.844 2.276
O 2.297 -2.084 4.692
O 2.673 -4.193 3.285
H 3.705 -5.703 3.203
H 3.745 -4.893 1.585
H 5.767 -4.021 2.369
H 5.388 -4.105 4.055
C -2.521 -2.363 -4.229
C -1.543 -1.313 -3.758
O -2.047 -0.953 -2.467
S -3.722 -1.141 -2.268
O -4.377 0.134 -2.440
O -4.132 -1.949 -1.094
O -3.764 -2.082 -3.646
H -2.327 -3.386 -3.909
H -2.654 -2.377 -5.310
H -1.429 -0.449 -4.412
H -0.486 -1.573 -3.817
C -1.983 -3.694 1.654
C -0.536 -3.643 2.128
O -0.585 -2.710 3.206
S -2.032 -2.944 4.046
O -2.542 -1.691 4.702
O -1.954 -4.227 4.659
O -2.823 -3.025 2.572
H -2.314 -4.729 1.568
H -2.116 -3.089 0.757
H 0.218 -3.342 1.401
H -0.247 -4.597 2.570
C 4.220 4.611 1.339
C 3.468 3.553 0.541
O 3.196 2.462 1.485
S 3.035 3.068 2.990
O 3.513 2.220 4.050
O 1.742 3.688 3.090
O 4.175 4.223 2.701
H 3.783 5.602 1.216
H 5.265 4.621 1.029
H 3.879 2.994 -0.299
H 2.589 4.008 0.084
C -1.647 3.876 -3.267
C -0.907 2.731 -3.917
O 0.030 3.285 -4.798
S 0.142 4.898 -4.736
O 0.052 5.516 -6.012
O 1.214 5.379 -3.842
O -1.339 5.072 -4.035
H -1.159 3.945 -2.294
H -2.657 3.566 -2.998
H -1.612 2.001 -4.316
H -0.303 2.205 -3.177
C 0.196 0.516 1.651
C 0.481 0.533 0.142
O -0.620 1.099 -0.532
S -1.918 1.171 0.546
O -2.399 -0.221 0.634
O -2.736 2.328 0.259
O -0.924 1.391 1.864
H 1.101 0.914 2.110
H -0.142 -0.463 1.993
H 0.713 -0.465 -0.230
H 1.402 1.103 0.024
C -5.932 0.093 1.225
C -5.142 -0.294 2.450
O -6.021 -0.597 3.514
S -7.488 -1.043 2.888
O -8.608 -0.717 3.728
O -7.399 -2.474 2.445
O -7.277 -0.122 1.487
H -5.532 -0.394 0.336
H -5.623 1.053 0.812
H -4.661 0.600 2.846
H -4.374 -1.053 2.304
*
```


Model x:
A molecular structure, C20H40O40S10. Source: the OMol25 dataset; level of theory: ωB97M-V/def2-TZVPD.

<S²> = 0.76
E_LUMO (spin up / spin down) = -3.2 / -9.8 eV

```
! RIJCOSX wB97M-V def2-TZVPD def2/J DEFGRID3
* xyz 1 2
C -8.015 -8.989 -25.158
C -9.120 -9.949 -25.153
O -8.419 -11.102 -24.922
S -7.306 -10.959 -23.749
O -6.109 -11.740 -24.046
O -7.848 -11.015 -22.387
O -7.172 -9.352 -24.098
H -8.418 -7.994 -24.971
H -7.392 -8.878 -26.046
H -9.621 -9.994 -26.120
H -9.846 -9.717 -24.374
C -7.955 -10.638 -17.618
C -8.254 -11.302 -18.912
O -9.587 -11.559 -18.916
S -10.062 -12.100 -17.397
O -9.513 -13.444 -17.153
O -11.425 -11.754 -17.017
O -9.038 -10.920 -16.747
H -7.929 -9.549 -17.579
H -7.026 -11.020 -17.195
H -7.764 -12.275 -18.877
H -8.021 -10.780 -19.840
C -11.970 -10.165 -21.507
C -12.485 -10.354 -20.134
O -13.693 -10.966 -20.332
S -13.695 -11.984 -21.676
O -14.813 -11.516 -22.528
O -13.523 -13.401 -21.313
O -12.242 -11.348 -22.244
H -10.971 -9.731 -21.531
H -12.544 -9.402 -22.032
H -12.683 -9.438 -19.578
H -11.835 -10.937 -19.482
C -7.773 -10.138 -12.138
C -8.683 -10.819 -13.129
O -9.917 -10.153 -13.011
S -9.991 -9.317 -11.596
O -11.105 -9.780 -10.757
O -9.838 -7.839 -11.876
O -8.579 -9.852 -11.009
H -7.467 -9.197 -12.593
H -6.856 -10.678 -11.901
H -8.916 -11.873 -12.974
H -8.313 -10.637 -14.138
C -4.739 -6.057 -16.291
C -3.948 -6.409 -17.610
O -4.890 -5.817 -18.566
S -6.490 -6.046 -18.131
O -6.897 -7.432 -18.269
O -7.386 -5.010 -18.691
O -6.034 -5.609 -16.574
H -4.229 -5.232 -15.792
H -4.990 -6.884 -15.626
H -3.789 -7.471 -17.797
H -3.034 -5.835 -17.766
C -13.315 -10.267 -14.725
C -13.437 -11.429 -13.761
O -14.313 -11.133 -12.714
S -14.706 -9.543 -12.698
O -14.534 -9.042 -11.301
O -15.988 -9.408 -13.384
O -13.442 -9.250 -13.734
H -14.125 -10.405 -15.442
H -12.453 -9.976 -15.327
H -12.540 -11.789 -13.257
H -13.821 -12.311 -14.273
C -8.773 -14.118 -20.752
C -10.052 -14.927 -20.904
O -9.834 -16.233 -20.390
S -8.775 -16.118 -19.060
O -7.712 -17.128 -19.204
O -9.550 -16.025 -17.801
O -8.189 -14.648 -19.588
H -8.937 -13.043 -20.688
H -8.142 -14.448 -21.577
H -10.432 -14.926 -21.926
H -10.696 -14.330 -20.258
C -2.762 -11.572 -13.988
C -2.858 -10.261 -13.179
O -3.454 -9.260 -13.997
S -4.594 -10.008 -15.025
O -4.926 -9.236 -16.203
O -5.755 -10.475 -14.177
O -3.567 -11.298 -15.137
H -2.994 -12.468 -13.413
H -1.732 -11.752 -14.297
H -1.858 -10.032 -12.810
H -3.459 -10.263 -12.269
C -5.380 -14.154 -15.405
C -6.844 -13.989 -15.113
O -6.796 -13.283 -13.938
S -5.680 -13.806 -12.892
O -5.976 -15.077 -12.277
O -5.100 -12.786 -12.001
O -4.705 -14.023 -14.172
H -5.064 -13.575 -16.272
H -5.305 -15.224 -15.597
H -7.484 -14.853 -14.939
H -7.449 -13.429 -15.826
C -11.395 -15.591 -15.307
C -12.887 -15.702 -14.916
O -13.118 -14.831 -13.883
S -11.761 -14.952 -12.832
O -11.746 -16.168 -12.016
O -11.495 -13.632 -12.151
O -10.720 -15.110 -14.155
H -11.188 -15.020 -16.212
H -11.015 -16.582 -15.557
H -13.036 -16.695 -14.493
H -13.592 -15.536 -15.731
*
```


Relative energies with respect to the most stable structure, expressed in hartree: model w 0.0000; model x 0.0306.


Model w:
A molecular structure, C44H44N7O2STeV. Source: the OMol25 dataset; level of theory: ωB97M-V/def2-TZVPD.

<S²> = 2.05
E_LUMO (spin up / spin down) = -0.6 / -2.0 eV

```
! RIJCOSX wB97M-V def2-TZVPD def2/J DEFGRID3
* xyz 0 3
V 0.559 0.025 0.773
S -0.798 2.008 0.041
C 0.794 2.111 -0.522
N 1.440 3.288 -0.644
N 2.669 3.148 -1.073
C 3.535 4.226 -1.222
C 4.830 3.960 -1.666
C 5.722 5.005 -1.824
C 5.329 6.308 -1.543
C 4.035 6.560 -1.101
C 3.130 5.527 -0.936
N 1.404 0.887 -0.734
N 2.358 0.631 0.332
C 3.405 -0.220 -0.145
C 4.713 0.210 0.045
C 5.779 -0.557 -0.410
C 5.541 -1.757 -1.061
C 4.233 -2.191 -1.247
C 3.168 -1.432 -0.792
H 3.021 2.207 -1.248
H 5.126 2.939 -1.881
H 6.727 4.802 -2.168
H 6.028 7.123 -1.668
H 3.729 7.574 -0.882
H 2.122 5.705 -0.591
H 4.883 1.146 0.566
H 6.795 -0.216 -0.252
H 6.369 -2.357 -1.415
H 4.040 -3.135 -1.741
H 2.150 -1.780 -0.927
N 0.129 0.382 7.780
C 0.782 1.285 7.001
O 1.437 2.202 7.446
C 0.632 1.086 5.515
C -0.480 0.485 4.939
C -0.511 0.315 3.570
N 0.496 0.702 2.783
C 1.552 1.313 3.327
C 1.652 1.531 4.689
H 0.292 0.440 8.772
H -0.182 -0.496 7.405
H -1.322 0.154 5.532
H -1.346 -0.170 3.081
H 2.334 1.601 2.635
H 2.514 2.025 5.114
C -3.282 -0.524 -7.774
C -2.847 -0.796 -6.359
C -1.595 -0.406 -5.903
C -1.183 -0.647 -4.596
C 0.182 -0.174 -4.165
C -2.056 -1.310 -3.725
Te -1.444 -1.650 -1.725
N 0.433 -1.616 1.165
C 0.561 -2.956 1.362
O 0.365 -3.801 0.506
C 0.935 -3.358 2.767
C 0.589 -4.632 3.206
C 0.896 -5.031 4.497
C 1.569 -4.168 5.352
C 1.935 -2.903 4.911
C 1.611 -2.497 3.625
C -3.102 -0.758 -0.737
C -3.635 0.471 -1.149
C -3.145 1.225 -2.355
C -4.678 1.032 -0.416
C -5.199 0.425 0.715
C -6.324 1.051 1.493
C -4.651 -0.788 1.109
C -3.616 -1.396 0.405
C -3.084 -2.701 0.932
C -3.316 -1.728 -4.164
C -4.292 -2.426 -3.257
C -3.690 -1.456 -5.476
H -2.539 0.068 -8.307
H -4.228 0.019 -7.795
H -3.427 -1.456 -8.323
H -0.920 0.106 -6.580
H 0.694 0.316 -4.993
H 0.808 -1.000 -3.821
H 0.117 0.527 -3.330
H 0.081 -5.294 2.517
H 0.618 -6.021 4.837
H 1.820 -4.486 6.357
H 2.484 -2.236 5.566
H 1.904 -1.518 3.269
H -2.066 1.134 -2.469
H -3.393 2.282 -2.261
H -3.602 0.846 -3.272
H -5.085 1.984 -0.741
H -6.604 2.017 1.074
H -6.043 1.203 2.537
H -7.209 0.411 1.484
H -5.046 -1.289 1.988
H -3.835 -3.197 1.548
H -2.200 -2.536 1.552
H -2.780 -3.378 0.134
H -3.795 -3.198 -2.667
H -5.091 -2.885 -3.837
H -4.742 -1.726 -2.548
H -4.672 -1.773 -5.815
*
```


Model x:
A molecular structure, C44H44N7O2STeV. Source: the OMol25 dataset; level of theory: ωB97M-V/def2-TZVPD.

<S²> = 2.05
E_LUMO (spin up / spin down) = -0.8 / -2.0 eV

```
! RIJCOSX wB97M-V def2-TZVPD def2/J DEFGRID3
* xyz 0 3
V 0.453 -0.354 0.134
S 2.313 0.711 1.205
C 1.686 1.847 0.002
N 2.385 2.678 -0.648
N 1.752 3.471 -1.555
C 2.463 4.462 -2.214
C 1.759 5.489 -2.847
C 2.437 6.470 -3.548
C 3.823 6.453 -3.624
C 4.518 5.434 -2.988
C 3.855 4.439 -2.289
N 0.238 1.605 -0.197
N -0.147 0.896 -1.273
C -0.843 1.321 -2.363
C -1.312 2.635 -2.511
C -2.003 2.982 -3.654
C -2.242 2.038 -4.648
C -1.810 0.725 -4.486
C -1.125 0.357 -3.346
H 0.755 3.578 -1.456
H 0.676 5.515 -2.783
H 1.876 7.261 -4.028
H 4.353 7.225 -4.166
H 5.600 5.409 -3.037
H 4.399 3.650 -1.790
H -1.180 3.345 -1.705
H -2.372 3.993 -3.771
H -2.781 2.323 -5.542
H -2.015 -0.011 -5.252
H -0.785 -0.659 -3.191
N 5.512 -4.907 -1.518
C 4.205 -5.062 -1.846
O 3.758 -6.051 -2.384
C 3.307 -3.898 -1.509
C 3.746 -2.580 -1.491
C 2.845 -1.587 -1.157
N 1.585 -1.856 -0.798
C 1.144 -3.120 -0.880
C 1.972 -4.163 -1.240
H 6.119 -5.698 -1.654
H 5.815 -4.172 -0.905
H 4.757 -2.306 -1.758
H 3.144 -0.548 -1.138
H 0.100 -3.286 -0.652
H 1.594 -5.173 -1.304
C -7.846 4.678 3.820
C -6.734 3.794 3.328
C -6.897 2.985 2.214
C -5.872 2.169 1.743
C -6.128 1.343 0.510
C -4.644 2.156 2.415
Te -3.093 0.904 1.690
N -0.739 -1.259 0.897
C -1.272 -2.391 1.476
O -0.735 -2.969 2.399
C -2.543 -2.892 0.855
C -3.148 -2.253 -0.223
C -4.329 -2.752 -0.751
C -4.907 -3.890 -0.206
C -4.304 -4.532 0.869
C -3.125 -4.035 1.398
C -2.952 -0.317 3.415
C -1.796 -0.348 4.196
C -0.544 0.418 3.880
C -1.771 -1.169 5.324
C -2.843 -1.964 5.680
C -2.797 -2.842 6.898
C -3.972 -1.942 4.867
C -4.045 -1.144 3.735
C -5.289 -1.219 2.894
C -4.447 2.989 3.527
C -3.139 3.075 4.260
C -5.501 3.783 3.965
H -8.785 4.447 3.318
H -7.619 5.730 3.637
H -7.998 4.560 4.894
H -7.850 2.982 1.695
H -7.181 1.387 0.235
H -5.845 0.299 0.658
H -5.547 1.709 -0.341
H -2.699 -1.359 -0.634
H -4.804 -2.248 -1.584
H -5.830 -4.278 -0.618
H -4.757 -5.418 1.294
H -2.643 -4.508 2.243
H -0.726 1.274 3.233
H 0.166 -0.230 3.362
H -0.066 0.765 4.797
H -0.870 -1.187 5.929
H -1.837 -2.761 7.408
H -2.948 -3.890 6.631
H -3.580 -2.571 7.608
H -4.818 -2.575 5.115
H -5.941 -2.013 3.259
H -5.044 -1.427 1.849
H -5.849 -0.281 2.916
H -2.307 3.204 3.566
H -2.938 2.167 4.829
H -3.148 3.915 4.954
H -5.346 4.421 4.830
*
```


Relative energies with respect to the most stable structure, expressed in hartree: model w 0.0000; model x 0.0089.